<P>
C4H10N3O | ωB97M-V/def2-TZVPD

As for the LUMO energy: -5.22 eV. Its SMILES is CN1CCN(C)[N+]1=O. The charge is +1.

```
18
Properties=species:S:1:pos:R:3:mulliken_charge:R:1
C 2.239 -1.260 -0.110 -0.700
N 1.110 -0.389 0.055 0.153
C 1.049 1.037 0.126 -0.420
C -0.444 1.410 -0.089 -0.671
N -1.118 0.084 -0.133 0.151
C -2.519 -0.082 -0.003 -0.797
N -0.131 -0.761 0.086 0.383
O -0.436 -2.241 0.082 -0.531
H 2.979 -0.533 -0.359 0.369
H 2.452 -1.840 0.908 0.277
H 1.910 -1.924 -0.799 0.351
H 1.559 1.626 -0.704 0.273
H 1.499 1.495 1.025 0.347
H -0.697 2.069 0.702 0.315
H -0.824 1.870 -0.917 0.425
H -2.755 0.040 0.969 0.457
H -3.192 0.509 -0.712 0.265
H -2.681 -1.108 -0.127 0.352
```

<Q>
C4H10N3O | ωB97M-V/def2-TZVPD

As for the LUMO energy: -3.03 eV. The charge is +1.

```
18
Properties=species:S:1:pos:R:3:mulliken_charge:R:1
C -1.135 0.905 0.452 0.209
C 2.535 -0.862 0.325 -0.502
C 2.920 -0.081 -0.911 -0.180
C 1.798 -0.749 -0.996 -0.094
N -3.373 0.712 1.279 -0.575
N -2.193 1.428 1.000 0.119
N 0.586 -1.106 -1.668 -0.323
O -0.807 -0.255 0.260 -0.692
H 2.999 -1.853 0.753 0.233
H 2.058 -0.306 1.175 0.151
H -0.483 1.816 0.213 0.270
H 3.736 0.497 -1.269 0.415
H -3.914 1.301 1.899 0.253
H -3.142 -0.342 1.470 0.289
H -2.309 2.399 1.241 0.254
H 0.530 -2.208 -1.771 0.420
H 0.439 -0.545 -2.554 0.386
H -0.246 -0.751 -0.900 0.367
```

Each structure's energy above the most stable one, in hartree: <P> 0.0794; <Q> 0.0000.

<P>
C4H10N3O | ωB97M-V/def2-TZVPD

As for the LUMO energy: -4.28 eV. The charge is +1.

```
18
Properties=species:S:1:pos:R:3:mulliken_charge:R:1
C 1.537 0.566 0.124 0.513
C 0.259 -1.589 0.004 0.519
C 2.909 0.822 -0.149 -0.894
C -2.046 -0.116 -0.703 -1.028
N 1.042 -0.763 -0.189 0.064
N 0.585 0.962 0.783 -0.405
N -2.133 0.380 0.649 -0.229
O -0.557 -2.485 0.023 -0.374
H -2.919 0.584 1.034 0.120
H 3.346 -0.082 -0.630 0.285
H 3.621 1.186 0.670 0.324
H 2.882 1.677 -0.852 0.279
H -2.763 -0.917 -1.044 0.381
H -2.301 0.650 -1.459 0.249
H -1.156 -0.610 -0.852 0.309
H 0.542 1.793 1.341 0.218
H -1.342 0.205 1.225 0.208
H -1.507 -2.265 0.025 0.461
```

<Q>
C4H10N3O | ωB97M-V/def2-TZVPD

As for the LUMO energy: -3.47 eV. Its SMILES is C=N[C@H](N)/[N+](C)=C\O. The charge is +1.

```
18
Properties=species:S:1:pos:R:3:mulliken_charge:R:1
C -2.498 0.389 -0.268 -0.294
N -1.327 -0.026 -0.236 -0.401
C -0.201 0.451 0.499 -0.021
N 0.328 1.740 0.116 -0.731
N 0.786 -0.688 0.190 0.101
C 0.110 -1.910 -0.018 -1.021
C 2.036 -0.489 -0.099 0.203
O 2.676 0.634 -0.066 -0.431
H -3.258 -0.004 -0.828 0.298
H -2.743 1.399 0.100 0.210
H -0.451 0.584 1.484 0.484
H -0.275 2.559 0.313 0.314
H 0.217 1.771 -0.893 0.255
H 0.756 -2.698 0.303 0.383
H -0.820 -2.035 0.514 0.351
H -0.291 -1.904 -0.967 0.411
H 2.779 -1.159 -0.532 0.432
H 2.176 1.388 0.387 0.458
```

Each structure's energy above the most stable one, in hartree: <P> 0.0957; <Q> 0.0000.

<P>
C3H8N2O | ωB97M-V/def2-TZVPD

As for the LUMO energy: 0.85 eV.

```
14
Properties=species:S:1:pos:R:3:mulliken_charge:R:1
C -1.032 0.254 -0.103 -0.154
N 0.812 0.859 -0.416 -0.062
C 0.186 -0.495 0.046 0.326
N 1.119 1.925 0.447 -0.671
C 0.765 -1.678 0.025 -0.760
O -2.032 -1.196 0.117 -0.699
H -2.171 -1.601 -0.752 0.265
H 1.497 0.752 -1.164 0.236
H 0.334 2.571 0.497 0.247
H 1.310 1.579 1.385 0.260
H -1.381 0.759 0.795 0.225
H -1.412 0.586 -1.066 0.189
H 1.842 -1.767 -0.063 0.290
H 0.162 -2.549 0.253 0.308
```

<Q>
C3H8N2O | ωB97M-V/def2-TZVPD

As for the LUMO energy: 0.85 eV. Its SMILES is NC=C=O.CN.

```
14
Properties=species:S:1:pos:R:3:mulliken_charge:R:1
N -2.597 0.889 -0.419 -0.519
C -1.460 0.122 -0.034 -0.651
C -0.308 0.675 0.468 0.630
O 0.337 1.664 0.635 -0.530
H -2.344 1.842 -0.650 0.254
H -3.319 0.905 0.293 0.225
H -1.739 -0.848 0.364 0.305
C 2.154 -0.597 -0.323 -0.751
N 0.875 -0.950 0.282 -0.503
H 2.918 -1.298 0.013 0.307
H 2.070 -0.640 -1.409 0.262
H 2.484 0.411 -0.053 0.289
H 0.955 -1.135 1.278 0.260
H -0.026 -1.040 -0.444 0.422
```

<R>
C3H8N2O | ωB97M-V/def2-TZVPD

As for the LUMO energy: 0.30 eV. Its SMILES is C=NC.NC=O.

```
14
Properties=species:S:1:pos:R:3:mulliken_charge:R:1
C 0.545 2.340 -0.451 -0.281
N -0.284 1.373 -0.275 -0.280
C -1.039 0.983 -1.493 -0.831
H 1.552 2.518 -0.020 0.244
H -0.003 3.275 -0.812 0.219
H -1.645 0.080 -1.411 0.252
H -1.754 1.807 -1.736 0.359
H -0.503 0.861 -2.391 0.333
N 0.568 -1.591 0.994 -0.285
C 0.581 -2.574 1.928 0.131
O -0.448 -2.958 2.429 -0.530
H 1.219 -1.631 0.312 0.217
H -0.423 -1.502 0.705 0.192
H 1.633 -2.981 2.220 0.260
```

<S>
C3H8N2O | ωB97M-V/def2-TZVPD

As for the LUMO energy: 0.82 eV. Its SMILES is CN(C)C(N)=O.

```
14
Properties=species:S:1:pos:R:3:mulliken_charge:R:1
C -0.943 -0.604 0.851 -0.986
N -0.194 0.093 -0.165 0.053
C -0.916 1.175 -0.796 -1.009
C 1.088 -0.192 -0.562 0.618
N 1.813 -0.954 0.351 -0.508
O 1.561 0.191 -1.618 -0.638
H -0.381 -1.385 1.365 0.416
H -1.315 0.108 1.602 0.291
H -1.761 -1.088 0.312 0.321
H -0.592 1.276 -1.830 0.352
H -1.995 0.981 -0.765 0.322
H -0.738 2.112 -0.252 0.289
H 2.807 -0.897 0.189 0.273
H 1.565 -0.816 1.318 0.205
```

Each structure's energy above the most stable one, in hartree: <P> 0.1995; <Q> 0.1232; <R> 0.1124; <S> 0.0000.

<P>
C3H8N2O | ωB97M-V/def2-TZVPD

As for the LUMO energy: 0.81 eV. Its SMILES is CNC(=O)NC.

```
14
Properties=species:S:1:pos:R:3:mulliken_charge:R:1
C -2.248 0.395 0.178 -0.822
N -0.803 0.417 0.066 -0.166
C -0.168 -0.748 -0.277 0.536
O -0.776 -1.756 -0.624 -0.687
N 1.201 -0.786 -0.231 -0.177
C 2.157 0.263 0.036 -0.886
H -2.680 1.311 -0.234 0.281
H -2.578 0.270 1.217 0.266
H -2.591 -0.467 -0.396 0.314
H -0.293 1.179 0.484 0.199
H 1.473 -1.695 -0.568 0.232
H 3.166 -0.153 0.005 0.318
H 2.114 1.080 -0.695 0.306
H 2.025 0.690 1.038 0.286
```

<Q>
C3H8N2O | ωB97M-V/def2-TZVPD

As for the LUMO energy: 0.85 eV. Its SMILES is CNCC(N)=O.

```
14
Properties=species:S:1:pos:R:3:mulliken_charge:R:1
C -2.571 0.385 -0.137 -0.911
N -1.358 -0.369 0.064 -0.277
C -0.192 0.104 -0.646 -0.471
C 1.076 -0.151 0.135 0.509
N 2.071 0.747 -0.087 -0.376
O 1.191 -1.080 0.904 -0.605
H -2.598 1.380 0.335 0.306
H -2.763 0.497 -1.204 0.334
H -3.413 -0.156 0.284 0.318
H -1.142 -0.461 1.048 0.217
H -0.081 -0.455 -1.592 0.232
H -0.297 1.158 -0.966 0.290
H 1.987 1.434 -0.816 0.190
H 2.972 0.576 0.325 0.244
```

Each structure's energy above the most stable one, in hartree: <P> 0.0000; <Q> 0.0151.

<P>
C3H8N2O | ωB97M-V/def2-TZVPD

As for the LUMO energy: 0.84 eV. Its SMILES is [H]/N=C/N.C=CO.

```
14
Properties=species:S:1:pos:R:3:mulliken_charge:R:1
H -1.632 1.714 -2.005 0.254
N -1.229 1.462 -1.103 -0.609
C -2.102 0.836 -0.421 0.050
N -1.914 0.298 0.837 -0.421
H -3.178 1.029 -0.629 0.319
H -2.679 0.595 1.426 0.220
H -1.466 -0.513 1.225 0.249
C 2.769 -1.621 0.288 -0.759
C 2.036 -0.569 -0.045 0.035
O 0.718 -0.467 0.357 -0.496
H 2.790 -2.032 1.284 0.253
H 3.186 -2.197 -0.535 0.220
H 2.296 0.312 -0.631 0.318
H 0.273 0.352 0.077 0.366
```

<Q>
C3H8N2O | ωB97M-V/def2-TZVPD

As for the LUMO energy: 0.54 eV. Its SMILES is C/N=C(\[O-])[NH2+]C.

```
14
Properties=species:S:1:pos:R:3:mulliken_charge:R:1
C -1.591 -1.399 0.362 -0.915
N -0.540 -0.473 0.182 -0.316
C 0.673 -0.836 0.126 0.442
O 1.432 -1.784 0.241 -0.673
N 1.378 0.595 -0.238 -0.255
C 0.269 1.681 -0.315 -0.750
H -1.225 -2.422 0.461 0.299
H -2.158 -1.108 1.252 0.285
H -2.262 -1.322 -0.504 0.259
H 1.924 0.446 -1.097 0.334
H 2.099 0.762 0.479 0.327
H 0.715 2.515 -0.832 0.384
H -0.673 1.413 -0.821 0.263
H -0.041 1.933 0.704 0.316
```

<R>
C3H8N2O | ωB97M-V/def2-TZVPD

As for the LUMO energy: 0.96 eV. Its SMILES is CC(=O)NCN.

```
14
Properties=species:S:1:pos:R:3:mulliken_charge:R:1
C -1.819 0.592 1.215 -1.064
C -0.784 -0.397 0.696 0.709
O -0.180 -1.154 1.425 -0.588
N -0.375 -0.149 -0.615 -0.358
C 0.908 -0.685 -1.050 -0.426
N 1.955 0.262 -0.820 -0.544
H -1.395 1.569 0.976 0.295
H -1.948 0.450 2.278 0.304
H -2.738 0.544 0.632 0.321
H -0.461 0.825 -0.874 0.301
H 0.839 -0.878 -2.117 0.334
H 1.017 -1.651 -0.553 0.346
H 2.816 0.158 -1.332 0.197
H 2.166 0.515 0.138 0.174
```

<S>
C3H8N2O | ωB97M-V/def2-TZVPD

As for the LUMO energy: 0.87 eV. Its SMILES is CNCC(N)=O.

```
14
Properties=species:S:1:pos:R:3:mulliken_charge:R:1
C 0.596 1.397 1.656 -0.872
N 0.737 0.806 0.346 -0.306
C -0.234 -0.205 0.038 -0.524
C -0.027 -0.743 -1.362 0.506
N -1.088 -1.451 -1.832 -0.366
O 1.007 -0.604 -1.971 -0.606
H -0.088 2.260 1.629 0.248
H 0.207 0.711 2.418 0.295
H 1.550 1.776 2.021 0.338
H 1.678 0.488 0.162 0.232
H -0.212 -1.087 0.689 0.311
H -1.228 0.242 0.159 0.310
H -1.866 -1.660 -1.234 0.193
H -1.031 -1.930 -2.717 0.242
```

Each structure's energy above the most stable one, in hartree: <P> 0.1197; <Q> 0.0656; <R> 0.0000; <S> 0.0019.